118
Properties=species:S:1:pos:R:3:forces:R:3:lowdin_charge:R:1 method="wB97M-V/def2-TZVPD" homo_lumo_gap_ha=0.2095 charge=+1 e_lumo_ev=-3.2
Sn 1.4494 0.6216 -0.8224 -0.20 0.23 0.30 1.03
C 2.2057 3.3257 -3.0856 0.02 0.06 -0.01 -0.17
Si 3.7464 2.6997 -2.2091 -0.04 0.02 0.09 0.45
C 4.1359 3.7395 -0.7112 0.00 -0.03 -0.04 -0.16
C 5.1980 2.9141 -3.3782 0.07 -0.04 -0.03 -0.16
C 3.4075 0.8663 -1.7783 0.17 0.19 -0.29 -0.43
C 2.9791 0.1109 -3.0029 -0.16 -0.09 0.25 -0.43
C 3.7258 -0.1765 -4.1395 0.04 0.03 -0.12 -0.03
C 3.1864 -1.0193 -5.0987 0.01 0.03 0.09 -0.03
C 1.9264 -1.5662 -4.9082 -0.05 -0.01 -0.03 -0.04
C 1.2257 -1.2302 -3.7657 -0.07 0.07 -0.04 -0.11
N 1.7440 -0.4019 -2.8585 0.18 -0.28 -0.03 0.03
Si 4.7515 -0.2391 -0.9732 -0.06 -0.09 0.12 0.45
C 4.1233 -2.0054 -1.1225 0.05 -0.02 -0.02 -0.15
C 6.3954 -0.1125 -1.8618 0.05 0.04 -0.03 -0.16
C 5.0879 0.1376 0.8123 0.06 0.04 0.01 -0.21
H 2.2856 4.4075 -3.2288 0.03 -0.03 -0.04 0.04
H 1.2897 3.1542 -2.5152 -0.01 -0.03 0.01 0.00
H 2.0864 2.8638 -4.0706 0.01 0.00 0.03 0.04
H 4.5894 4.6693 -1.0692 -0.02 -0.01 0.05 0.04
H 4.8407 3.2610 -0.0279 -0.02 0.01 -0.04 0.02
H 3.2467 3.9939 -0.1368 0.00 0.01 0.01 -0.01
H 5.2033 3.9619 -3.6940 0.00 -0.01 0.02 0.04
H 5.1692 2.3112 -4.2864 -0.03 0.01 0.03 0.02
H 6.1462 2.7278 -2.8690 -0.03 0.00 -0.05 0.03
H 4.7191 0.2263 -4.2556 0.00 0.03 -0.01 0.09
H 3.7589 -1.2649 -5.9845 0.00 0.02 0.01 0.12
H 1.4844 -2.2379 -5.6300 -0.01 0.02 0.00 0.11
H 0.2315 -1.6083 -3.5812 0.05 0.05 0.13 0.06
H 4.1401 -2.3581 -2.1569 -0.02 0.00 0.02 0.04
H 3.1060 -2.1315 -0.7409 0.03 0.00 0.01 0.02
H 4.7712 -2.6636 -0.5368 -0.02 0.01 -0.02 0.04
H 6.3716 -0.3830 -2.9173 -0.02 0.00 0.00 0.03
H 7.0809 -0.8063 -1.3649 -0.01 0.02 -0.02 0.04
H 6.8277 0.8867 -1.7724 -0.02 -0.05 0.01 0.03
H 4.2099 0.0628 1.4511 0.01 -0.07 -0.03 -0.04
H 5.5014 1.1400 0.9393 0.00 -0.02 0.04 0.02
H 5.8324 -0.5828 1.1667 -0.01 0.03 -0.02 0.04
C -5.1465 -0.4499 2.5992 0.04 -0.02 0.02 -0.06
C -5.1827 -0.9533 1.1655 0.01 -0.01 -0.05 -0.18
N -3.8479 -1.1672 0.5974 -0.04 0.03 0.08 -0.02
C -3.2824 -0.1806 -0.1310 -0.02 -0.01 -0.14 0.05
C -2.0440 -0.2312 -0.6888 0.08 0.16 -0.05 -0.02
C -1.6016 0.9863 -1.4542 0.38 -0.07 -0.04 -0.63
O -2.4194 1.8028 -1.8203 -0.05 0.18 0.01 0.05
O -0.3215 1.1069 -1.7083 -0.28 -0.06 -0.20 -0.25
C -1.2621 -1.4323 -0.5739 0.36 0.23 -0.08 -0.31
O -0.1500 -1.6029 -1.0886 -0.26 -0.03 0.16 -0.04
C -1.8596 -2.4743 0.2726 0.04 -0.07 0.05 -0.04
C -1.1044 -3.6116 0.5470 0.03 0.03 -0.01 0.10
C -1.5881 -4.5648 1.3946 -0.01 0.01 0.06 -0.19
F -0.8120 -5.6276 1.6933 -0.01 -0.06 0.04 0.07
C -2.8481 -4.4452 1.9898 -0.02 -0.04 0.01 -0.15
C -3.6067 -3.3242 1.7019 -0.04 -0.02 0.00 0.05
C -3.1184 -2.3156 0.8634 -0.02 -0.03 -0.01 -0.12
N -3.3865 -5.4034 2.8981 -0.01 -0.01 -0.01 -0.11
C -3.5950 -4.9801 4.2756 0.05 -0.02 0.01 -0.12
C -4.9104 -5.6099 4.7610 0.01 -0.02 -0.02 -0.07
N -5.1656 -6.8277 3.9100 0.06 0.03 0.02 0.05
C -3.9038 -7.6195 3.7277 0.00 0.03 0.00 -0.07
C -2.9476 -6.7933 2.8457 -0.04 0.03 -0.02 -0.13
H -6.1602 -0.3314 2.9830 0.01 0.00 -0.01 0.08
H -4.6497 0.5180 2.6467 0.03 0.03 0.02 0.08
H -4.6042 -1.1346 3.2538 -0.01 0.01 -0.01 0.06
H -5.6825 -0.2288 0.5259 0.00 0.01 -0.02 0.13
H -5.7484 -1.8805 1.0735 0.00 -0.01 0.00 0.12
H -3.8875 0.7032 -0.2962 0.03 0.01 0.03 0.15
H -0.1152 -3.6996 0.1175 0.00 0.01 0.00 0.15
H -4.5898 -3.2450 2.1463 0.02 0.00 0.00 0.11
H -3.6628 -3.8974 4.3307 -0.02 0.00 0.00 0.13
H -2.7605 -5.2868 4.9185 0.00 0.00 0.00 0.14
H -5.7633 -4.9478 4.6275 -0.01 0.01 0.00 0.13
H -4.8661 -5.9372 5.7975 0.00 0.00 0.01 0.14
H -5.4567 -6.4968 2.9886 -0.02 0.01 -0.04 0.18
H -5.9122 -7.3970 4.3026 -0.03 -0.03 0.03 0.18
H -4.1542 -8.5786 3.2822 -0.01 0.00 -0.01 0.14
H -3.5047 -7.7900 4.7255 0.00 -0.01 0.00 0.14
H -2.9857 -7.1357 1.8131 0.00 0.00 -0.02 0.14
H -1.9312 -6.9468 3.2127 0.03 0.01 0.01 0.13
N 1.4333 -1.2906 1.8677 -0.09 0.09 -0.12 0.08
C 1.4527 -0.6144 0.9333 0.05 -0.29 -0.11 -0.34
S -1.8904 -0.1826 -4.5348 -0.23 -0.59 -0.23 0.67
C -1.5143 1.0607 -5.5719 0.12 0.41 0.18 -0.77
N -1.4220 2.3292 -5.0531 0.02 -0.04 -0.11 0.06
C -1.1045 3.4403 -5.7600 -0.02 -0.05 0.10 -0.08
C -0.8504 3.3575 -7.0887 0.01 -0.03 -0.08 -0.07
C -0.9328 2.0806 -7.6971 0.00 0.04 0.02 -0.06
C -1.2522 0.9735 -6.9715 -0.01 -0.03 0.04 -0.09
H -1.6095 2.3911 -4.0579 -0.02 0.05 0.17 0.12
H -1.0702 4.3626 -5.1982 0.00 -0.01 0.01 0.13
H -0.5979 4.2416 -7.6532 0.00 -0.01 0.00 0.10
H -0.7395 1.9847 -8.7582 0.00 0.00 0.00 0.11
H -1.3194 -0.0037 -7.4261 0.00 0.00 0.00 0.10
C 0.4794 1.1607 4.8745 -0.01 -0.01 0.00 -0.05
C -0.0968 1.6135 3.5498 -0.05 -0.06 0.02 -0.49
C -1.6087 1.6763 3.5482 -0.06 0.02 -0.04 -0.05
O 0.3762 2.9488 3.2543 0.07 0.08 0.04 -0.33
P 1.5631 3.1324 2.1905 -0.01 0.00 0.03 -0.08
S 3.1999 2.2248 2.6021 -0.03 -0.03 -0.03 0.39
S 0.6462 2.6718 0.3865 -0.03 0.00 -0.10 0.45
O 1.7425 4.7012 2.1755 -0.07 0.07 -0.01 -0.31
C 0.7812 5.7736 2.4006 -0.02 -0.02 0.04 -0.42
C -0.5484 5.5518 1.7059 0.01 -0.01 0.01 -0.07
C 0.6457 6.0139 3.8912 -0.02 -0.01 0.00 -0.04
H 0.1707 0.1328 5.0784 0.01 0.03 0.00 0.08
H 0.1240 1.8039 5.6829 0.01 -0.01 -0.01 0.09
H 1.5668 1.1957 4.8438 0.00 -0.01 0.00 0.05
H 0.2334 0.9423 2.7540 0.06 -0.01 0.01 0.08
H -1.9625 2.3739 4.3105 0.01 0.00 -0.02 0.09
H -2.0138 0.6871 3.7699 -0.04 -0.03 -0.01 0.07
H -1.9748 2.0039 2.5724 0.01 -0.02 0.02 0.07
H 1.2766 6.6299 1.9440 0.04 0.01 -0.02 0.14
H -1.0851 4.7093 2.1421 0.00 0.00 -0.01 0.07
H -0.4165 5.3709 0.6400 0.01 0.01 0.01 0.06
H -1.1561 6.4498 1.8316 0.00 -0.01 0.00 0.09
H 0.1471 5.1726 4.3717 0.01 0.02 0.00 0.07
H 0.0575 6.9173 4.0628 0.01 -0.01 0.00 0.09
H 1.6277 6.1482 4.3439 -0.01 -0.01 0.00 0.09